Record 1
Here is a 2-piece molecular cluster, C21H26F2N overall at a distorted geometry from the Open Molecules 2025 dataset. Energies are from ωB97M-V with the def2-TZVPD basis set.

Last column: Löwdin charge in e.
Cartesian coordinates (Å):
1 H -1.6845 -5.2537 -2.2876  0.075
2 C -0.2007 4.4889 -0.8059  -0.002
3 C 2.1256 -2.0440 -2.8924  -0.089
4 C 1.6626 -0.7212 2.9459  0.000
5 H -1.8970 -3.9014 -3.3968  0.066
6 H 1.8914 -1.3475 -3.7009  0.074
7 H -2.2648 -1.2956 -3.8146  0.082
8 H -1.7809 2.4052 -0.5267  0.136
9 H -0.4754 -0.0737 -2.5500  0.112
10 H 1.4910 7.0273 0.6199  0.135
11 C -0.7155 -0.6314 3.2754  0.073
12 C -0.9463 2.3552 0.1529  0.083
13 H -0.3163 -4.6600 -3.2283  0.072
14 H -0.1587 -3.8377 -0.8660  0.102
15 C -1.2082 -4.3507 -2.6780  -0.088
16 H 2.5444 -0.4091 2.4144  0.124
17 C -0.1497 3.5457 0.2348  -0.192
18 C 0.3982 5.7180 -0.6777  -0.032
19 H 0.3370 6.4354 -1.4799  0.124
20 H 2.7179 -2.0710 4.2098  0.123
21 H 1.4586 -2.4994 -0.8855  0.100
22 C 0.5649 3.8982 1.3925  0.065
23 C -0.8227 1.2222 0.9452  -0.058
24 F 1.7351 5.4965 2.6968  0.086
25 C 0.6300 -2.0520 4.6409  0.046
26 N -0.2380 -2.1036 -2.1090  -0.171
27 H 3.1712 -1.8905 -2.6144  0.071
28 H -1.7343 -3.1119 -0.9821  0.102
29 F -1.7218 -1.9441 4.9739  0.087
30 H -1.1839 -0.5687 -1.0303  0.079
31 C 1.7597 -1.6496 3.9549  -0.034
32 H -3.0065 -1.7951 -2.3013  0.068
33 H 0.6056 3.2342 2.2343  0.123
34 H 1.2542 1.3379 1.3218  0.132
35 H -0.7313 4.2412 -1.7088  0.125
36 C 0.3375 0.8416 1.5893  0.044
37 H -2.9751 -0.0918 -2.7377  0.069
38 C 1.1853 -1.8472 -1.7224  -0.264
39 C 0.4187 -0.1820 2.5831  -0.196
40 C -0.8524 -3.3752 -1.5754  -0.238
41 C -0.6144 -1.5456 4.2998  -0.225
42 C 1.1416 5.1420 1.5295  -0.224
43 H 2.0357 -3.0540 -3.2973  0.072
44 C 1.0574 6.0521 0.4887  0.046
45 H 1.2719 -0.8283 -1.3270  0.091
46 H -1.6752 0.5681 1.0364  0.118
47 C -1.0585 -0.8700 -2.0752  -0.267
48 C -2.3972 -1.0185 -2.7668  -0.087
49 H -1.6826 -0.2246 3.0507  0.128
50 H 0.6960 -2.7606 5.4474  0.134

Atoms 1-2, force components in eV/Å:
H 0.035 0.066 0.100
C -0.372 -0.221 -0.096

## Properties
E_LUMO	-6.2	eV
multiplicity	1
Kohn-Sham gap	4.23	eV
total charge	+1
maximum force	0.02838	Eh/bohr

Record 2
Here is one molecule with the formula C19H21N3O2S from the Open Molecules 2025 dataset. Energies are from ωB97M-V with the def2-TZVPD basis set.

Last column: Löwdin charge in e.
Cartesian coordinates (Å):
1 C 0.3601 3.6630 1.3987  -0.083
2 H 2.5679 0.5138 3.7821  0.100
3 C -2.0390 2.2113 1.6004  -0.006
4 H 4.3874 -0.2558 2.3011  0.100
5 C 2.3493 0.1952 2.7736  -0.087
6 H -2.0676 2.8840 3.6202  0.106
7 H 0.0241 4.1643 3.4443  0.104
8 H 1.0941 -4.0080 -2.7312  0.088
9 C 3.0874 -0.6379 0.6486  -0.034
10 H 0.7009 -2.4185 -3.4324  0.086
11 H 2.3767 -2.8293 -3.0272  0.085
12 H -1.3566 -3.1164 -2.3653  0.114
13 C -1.3538 -2.6672 -1.3699  -0.139
14 C 0.0123 -2.9097 -0.6819  -0.169
15 C 1.3404 -2.9475 -2.7095  -0.100
16 O -0.8604 1.2354 -2.8830  -0.001
17 O -3.0312 -1.1996 0.3650  0.068
18 N -1.7393 -1.2787 -1.4957  0.083
19 H -3.1322 0.8663 -2.0328  0.139
20 H -1.3953 -0.7532 -2.2892  0.115
21 H -0.2521 -0.1736 0.6659  0.095
22 N -1.6721 1.6259 -0.7852  -0.023
23 H -2.9420 1.6300 1.6951  0.113
24 H 1.2865 4.2069 1.3123  0.111
25 C -2.8436 0.7986 -0.9798  -0.019
26 C 0.7706 -0.1885 1.0118  -0.053
27 C 1.0474 0.2127 2.3068  -0.072
28 C -0.1430 2.9690 0.3151  -0.465
29 N 1.2088 -2.4609 -1.3547  -0.207
30 C -1.3405 2.2516 0.4032  -0.253
31 C -0.3512 3.6309 2.5851  -0.090
32 C -2.5564 -0.6734 -0.6186  -0.484
33 H -0.0058 -2.4608 0.3119  0.112
34 C 3.3688 -0.2357 1.9416  -0.083
35 S 0.5624 2.8162 -1.2802  1.117
36 C 1.5023 -1.0363 -1.2530  -0.153
37 H 0.6994 -0.4147 -1.6765  0.094
38 C -1.5337 2.9096 2.6827  -0.084
39 H 0.1035 -3.9940 -0.5553  0.122
40 H -2.1178 -3.1520 -0.7565  0.121
41 H 3.8858 -0.9729 0.0030  0.113
42 C 1.7856 -0.6137 0.1641  -0.204
43 H 2.3996 -0.8595 -1.8526  0.125
44 H 0.2421 0.5411 2.9474  0.101
45 C -0.7751 1.7637 -1.7978  -0.736
46 H -3.6546 1.1681 -0.3516  0.131

Atoms 1-2, force components in eV/Å:
C -0.118 -0.098 -0.131
H 0.026 0.025 0.088

## Properties
E_LUMO	0.7	eV
multiplicity	1
Kohn-Sham gap	8.90	eV
total charge	0
maximum force	0.01366	Eh/bohr

Record 3
Here is C36H30F3N4PdSb as an isolated structure from the Open Molecules 2025 dataset. Energies are from ωB97M-V with the def2-TZVPD basis set.

Last column: Löwdin charge in e.
Cartesian coordinates (Å):
1 H 4.4434 -0.9224 -0.0887  0.122
2 C -1.9224 2.4735 -5.0848  -0.017
3 H -1.1011 0.5231 4.7789  0.126
4 H 4.2575 2.4250 -2.7254  0.116
5 N 1.7318 0.9275 1.8515  0.084
6 C -1.7351 1.8297 -3.8754  -0.147
7 C 1.7386 0.4396 -1.6235  -0.371
8 Sb -0.4105 0.1749 -1.6866  1.485
9 C 0.1805 -4.1329 -1.3403  -0.007
10 H 0.8834 1.4220 -6.6631  0.117
11 N -1.3521 1.4598 1.6050  0.088
12 H -3.5997 -1.6269 4.2371  0.109
13 F -1.1319 2.9331 -7.2542  0.051
14 C -0.1823 -2.4104 -3.5010  -0.109
15 H -0.3283 -2.5721 3.4334  0.129
16 H 0.0374 -2.3789 -0.0990  0.040
17 C 3.5049 0.4989 3.3846  -0.023
18 Pd 0.0336 -0.4947 0.7561  0.182
19 N -0.0809 -0.5196 3.2514  -0.207
20 F 5.8063 0.9016 -1.3163  0.045
21 C -3.0825 3.0815 1.3215  -0.060
22 C -2.1217 -1.7611 2.6907  -0.268
23 H -2.7841 3.0957 -5.2695  0.115
24 C 3.8196 2.0583 1.6131  -0.058
25 C 3.7471 1.6317 -2.2012  -0.016
26 C -0.6270 1.0314 -3.6529  -0.406
27 H -1.8755 2.2203 -0.2256  0.036
28 H 1.6241 -1.7080 3.3094  0.129
29 H -1.2351 -1.6277 4.6507  0.124
30 H 1.8043 2.1627 -2.9070  0.096
31 H -4.9662 -2.3658 0.2439  0.103
32 H 2.0545 2.3529 0.4165  0.114
33 C -3.3185 3.0850 2.6866  -0.068
34 H -3.6434 3.7174 0.6530  0.101
35 H 0.2214 1.3999 3.9880  0.133
36 C 1.3122 -0.7020 3.6119  -0.149
37 C -4.1829 -2.1756 0.9608  -0.053
38 H 4.4201 2.7637 1.0584  0.109
39 C 2.5050 1.8159 1.2441  -0.133
40 C -1.5667 1.4668 2.9135  -0.259
41 H 1.9886 -1.2061 -0.2340  0.075
42 H -4.0666 3.7340 3.1162  0.105
43 C 2.4782 -0.4096 -0.8081  -0.156
44 H -0.0562 -4.1809 -4.7239  0.115
45 C -2.8594 -2.1086 0.5532  -0.125
46 H 1.4702 -0.6104 4.7020  0.133
47 C -0.6131 0.7132 3.8077  -0.126
48 H 1.1821 0.2617 -4.4862  0.103
49 H -2.7077 2.2425 4.5625  0.109
50 C -0.9149 -1.6603 3.5929  -0.134
51 C 0.1399 -4.6072 -2.6392  -0.280
52 C 0.3116 0.8780 -4.6592  -0.148
53 C -2.5598 2.2553 3.4919  -0.027
54 C -0.1486 -1.9079 -2.2086  -0.368
55 C -3.4208 -1.7670 3.1810  -0.023
56 C 3.8500 -0.2625 -0.7021  -0.021
57 H -2.5927 -2.2502 -0.4912  0.100
58 H -2.4671 1.9520 -3.0875  0.081
59 C 4.3372 1.3673 2.6991  -0.056
60 C -0.0336 -3.7688 -3.7259  -0.015
61 H -5.4865 -2.0348 2.6720  0.106
62 H 0.3102 -4.8233 -0.5189  0.117
63 C 2.2128 0.2882 2.9117  -0.271
64 C 0.1539 1.5196 -5.8747  -0.006
65 N -1.8529 -1.9219 1.3955  0.072
66 C 2.3751 1.4725 -2.2974  -0.136
67 C -0.9655 2.3071 -6.0681  -0.279
68 C -2.0964 2.2381 0.8387  -0.161
69 H 3.8399 -0.0194 4.2717  0.112
70 H 5.3617 1.5096 3.0148  0.108
71 C -4.4707 -1.9918 2.3045  -0.062
72 H -0.3328 -1.7443 -4.3399  0.087
73 F 0.2620 -5.9379 -2.8538  0.045
74 C 4.4631 0.7549 -1.4084  -0.294
75 C 0.0342 -2.7732 -1.1339  -0.182

Atoms 1-2, force components in eV/Å:
H 0.091 -0.057 0.096
C 0.013 0.129 -0.313

## Properties
E_LUMO	0.5	eV
multiplicity	1
Kohn-Sham gap	6.59	eV
total charge	0
maximum force	0.01321	Eh/bohr

Record 4
Here is C69H65BrN3O2P4SY as an isolated structure at a distorted geometry from the Open Molecules 2025 dataset. Energies are from ωB97M-V with the def2-TZVPD basis set.

Last column: Löwdin charge in e.
Cartesian coordinates (Å):
1 C 0.9414 -2.2605 2.6953  -0.511
2 C -2.2088 3.8728 3.2234  -0.089
3 P 5.1793 -0.0965 -3.0434  1.092
4 C 0.8991 2.5991 -2.3172  -0.369
5 H -0.7208 1.1867 4.1259  0.116
6 H -1.1376 -5.6970 5.9694  0.113
7 C -2.8226 7.9766 -0.1587  -0.384
8 C -0.7193 4.5980 0.3275  -0.275
9 C -0.1361 -5.4785 5.6308  -0.061
10 H 3.4486 -4.6360 4.5176  0.115
11 H -2.3074 8.8744 0.1593  0.039
12 H 1.2575 5.4485 0.0251  0.111
13 C 2.0621 -4.2925 -0.1749  -0.043
14 H 3.8846 -3.8914 0.8680  0.116
15 Br 1.6526 -0.5538 2.0605  0.938
16 C 0.1760 1.7800 3.9856  -0.155
17 C -0.2211 6.9217 -0.4474  -0.440
18 C -0.2840 -2.6345 2.0798  -0.171
19 H 7.2699 -4.2510 0.2402  0.110
20 C 5.7380 -0.6129 -5.8345  -0.099
21 H 4.6736 3.1143 -3.8583  0.122
22 H 9.5194 -0.7688 -5.0784  0.111
23 Y -0.0872 -0.0809 -0.3964  1.173
24 H -5.6883 2.9458 1.8389  0.112
25 H -5.4679 4.6906 3.5670  0.114
26 C 3.4833 2.7390 -2.1290  -0.307
27 H -1.2409 4.1269 3.6330  0.108
28 H 1.3043 1.1320 -5.3692  0.122
29 C 2.2360 2.6798 4.8147  -0.058
30 C 4.8524 3.2665 -0.1315  -0.054
31 H 1.9920 3.1635 -0.5615  0.113
32 H 0.5074 7.5538 -0.9525  0.076
33 H 4.9187 4.3463 -1.9287  0.126
34 C -3.3402 4.5100 3.7005  -0.052
35 H 8.7100 -1.0454 -7.3976  0.110
36 C -4.9153 -2.5175 -0.9237  -0.035
37 O -1.7088 -3.4683 -2.3820  0.043
38 C -2.6218 -1.5562 -0.4646  -0.378
39 C 1.1441 -3.8108 -1.0959  -0.051
40 C 2.3300 -1.6800 -1.1656  -0.427
41 H 4.1308 -1.6361 0.0225  0.079
42 H 7.3955 -1.8893 0.9495  0.109
43 O -1.6118 -1.0476 -1.2407  -0.351
44 C 8.4613 -0.7331 -5.2933  -0.066
45 H 7.9096 -0.4013 -3.2540  0.103
46 C 3.4720 -0.7745 -3.4556  -0.434
47 H 3.1345 3.9840 -3.7994  0.149
48 H -5.3137 3.4701 -2.1881  0.113
49 C 4.4778 3.5225 -1.3939  -0.008
50 C 4.4230 2.0699 0.5172  -0.074
51 C -2.7441 4.9717 -3.7899  -0.092
52 C -4.2976 3.7073 -2.4622  -0.053
53 C -5.2098 -4.4426 -2.3215  -0.060
54 C -3.5519 -2.5179 -1.1874  -0.120
55 C 7.5577 -0.5279 -4.2701  -0.107
56 H -2.4346 -3.2153 0.9111  0.164
57 H 0.3536 5.1170 -1.4633  0.086
58 C 6.2794 -3.8032 -1.6045  -0.066
59 C 6.9243 -2.1516 0.0139  -0.075
60 H 1.9647 -5.2943 0.2138  0.118
61 H 6.2463 -4.8347 -1.9239  0.112
62 C -1.9315 3.3401 -2.2375  -0.349
63 C 1.7005 1.7272 -4.5579  -0.118
64 H -0.6844 -3.6012 2.3804  0.136
65 C 0.7295 2.1326 -3.5827  -0.146
66 N -2.0513 -2.3020 0.6843  0.027
67 H 4.6840 -0.5664 -6.0727  0.089
68 C 6.1850 -0.4902 -4.5252  -0.384
69 C 8.0066 -0.8807 -6.5951  -0.071
70 H 3.6548 1.6427 -5.3248  0.108
71 H -2.5553 5.7184 -4.5445  0.117
72 H 2.9534 2.7843 5.6140  0.113
73 C -4.0460 4.6853 -3.4121  -0.052
74 H -3.2236 -0.7235 -0.0318  0.139
75 H 2.6820 -2.4880 3.8018  0.112
76 C -4.7140 3.2110 2.2195  -0.061
77 C -1.6799 4.3083 -3.2054  -0.121
78 C 5.7991 -1.4839 -2.0083  -0.411
79 C -3.5868 2.5625 1.7478  -0.105
80 C 1.2815 -2.5231 -1.5908  -0.181
81 C -3.8591 -4.4506 -2.6043  0.004
82 C 3.6638 1.1671 -0.1320  -0.136
83 H -3.7366 8.2425 -0.6770  0.034
84 H 4.8057 1.8399 1.5017  0.115
85 C 2.4427 -4.8787 4.8256  -0.028
86 H -0.7425 -3.7431 4.5535  0.108
87 H -3.4208 2.2303 -1.1732  0.082
88 H -1.7281 4.8387 -0.0317  0.091
89 C 2.4418 3.3240 3.6065  -0.064
90 C 6.8587 -3.4754 -0.3878  -0.074
91 C 0.3812 2.4292 2.7661  -0.448
92 C 3.2672 -2.2049 -0.2787  -0.135
93 C 6.3924 -1.1603 -0.7923  -0.132
94 H -0.3859 7.2972 0.5615  0.085
95 C -2.3258 2.9011 2.2301  -0.351
96 H 0.7436 -7.1220 6.6804  0.113
97 H 3.0417 -6.5895 5.9562  0.114
98 H -6.8029 -3.4393 -1.2967  0.107
99 P 2.2527 -0.1142 -2.2095  1.063
100 C 6.6494 -0.8122 -6.8608  -0.076
101 H -3.6740 1.7795 1.0042  0.079
102 H 6.4412 -0.1224 -0.4896  0.097
103 H 3.5024 0.2018 0.3140  0.011
104 H -3.4228 -5.1920 -3.2538  0.123
105 C 1.7003 -2.9025 3.6076  -0.082
106 H 3.3180 3.9372 3.4648  0.112
107 N -0.8879 -1.9098 1.1928  -0.064
108 C 2.1157 2.6490 -1.5126  -0.215
109 C -4.5894 4.1902 3.1923  -0.054
110 H 5.5836 3.8906 0.3559  0.114
111 H -0.6709 4.8373 1.3918  0.109
112 C 1.1011 1.9039 5.0030  -0.067
113 C 1.3802 -4.0740 4.3897  -0.225
114 C 0.2662 5.4771 -0.4346  -0.251
115 C -3.0271 -3.4749 -2.0636  -0.262
116 C 3.6137 3.0110 -3.6274  -0.110
117 C 3.0513 1.4067 -1.4362  -0.388
118 H 1.7017 3.6761 1.6269  0.083
119 H -4.8658 5.2141 -3.8725  0.116
120 C 5.7603 -2.8136 -2.4187  -0.086
121 P -0.8621 2.0856 1.4786  0.971
122 N -0.4548 3.1664 0.1759  -0.448
123 P -0.6356 2.4166 -1.3618  0.949
124 C 1.5279 3.1872 2.5744  -0.094
125 H 3.4180 -1.8639 -3.4057  0.053
126 H -1.3869 -2.5821 -2.1232  0.050
127 C 0.0829 -4.3907 4.8092  -0.036
128 C 0.9232 -6.2778 6.0348  -0.055
129 C -3.2428 3.0247 -1.8873  -0.093
130 H 3.1672 -0.4557 -4.4497  0.017
131 H 0.3395 -4.4368 -1.4549  0.110
132 H -5.8531 -5.1962 -2.7491  0.114
133 C 2.2153 -5.9756 5.6300  -0.059
134 H 0.9405 1.3986 5.9426  0.114
135 H 5.3522 -3.0774 -3.3853  0.115
136 H -5.3254 -1.7725 -0.2575  0.114
137 H 0.6445 -2.2039 -2.4180  0.095
138 H -0.3037 2.0345 -3.9082  0.109
139 H 6.2973 -0.9084 -7.8780  0.109
140 H -3.0433 7.3321 0.6852  0.028
141 H -3.2468 5.2538 4.4777  0.115
142 C -5.7438 -3.4647 -1.4955  -0.078
143 H -0.6677 4.5423 -3.5018  0.107
144 C 3.0036 2.0342 -4.5576  -0.096
145 C 3.1304 -3.4982 0.2041  -0.055
146 S -1.8068 7.0837 -1.3603  0.840

Atoms 1-2, force components in eV/Å:
C 1.181 0.511 0.341
C 0.028 -0.098 -0.044

## Properties
E_LUMO	-5.0	eV
multiplicity	1
Kohn-Sham gap	7.11	eV
total charge	+2
maximum force	0.03453	Eh/bohr